1.
A molecular structure, C15H30N3O11P3S. Source: the OMol25 dataset; level of theory: ωB97M-V/def2-TZVPD.

As for the net charge: 0. The orbital gap is 6.02 eV. For the LUMO energy, the calculation gives -2.493 eV. The value obtained for the total energy is -81729.4124 eV.

Positions of all 63 atoms, in Å:
S: 1.0346 -8.5036 1.4072
P: 2.9016 -0.8398 0.6766
P: -3.8204 1.9830 1.5581
P: 1.3423 2.2941 -3.1965
O: 1.4305 3.4450 -4.3685
O: 0.3740 1.2055 -3.6145
O: 1.8626 0.2361 1.4849
O: -2.6324 3.1524 1.1410
O: 3.6157 0.0179 -0.4033
O: 0.0779 3.1560 -2.4264
O: -5.1231 0.9329 1.9150
O: 4.1367 -1.4261 1.6957
O: -2.9078 1.3113 2.5615
O: -3.6644 1.2797 0.0795
O: 2.6493 1.4390 -3.9101
N: 0.5811 -7.4622 2.6824
N: 0.7479 -2.1860 2.6960
N: 1.6335 -7.5117 0.1571
C: -2.3714 0.9593 -0.4121
C: 2.0202 -2.2188 -0.2427
C: 1.6358 -3.4900 0.6275
C: 0.6855 -4.7996 2.7409
C: -0.6099 -0.7577 4.2140
C: 3.9427 1.8804 -3.4911
C: 1.0194 -3.4716 2.0434
C: 1.8673 -4.8553 -0.0254
C: 0.9036 -6.1827 2.0960
C: -0.5961 -2.1161 3.3305
C: -6.2987 1.0979 1.1218
C: -3.1440 4.2869 0.4410
C: 0.4278 4.4278 -1.8801
C: 1.5117 3.0524 -5.7287
C: 1.5064 -6.1785 0.6659
H: -0.0610 -0.9065 5.2134
H: 1.1077 2.0529 -5.8984
H: 0.6155 5.1478 -2.6823
H: -2.3090 4.9355 0.1717
H: -3.6608 3.9761 -0.4719
H: 1.2919 0.6313 0.7908
H: 4.0714 1.6923 -2.4230
H: -7.0955 0.4895 1.5527
H: -0.0775 0.0562 3.6268
H: 2.2915 -4.8749 -1.0798
H: -3.8311 4.8422 1.0835
H: 2.5582 3.0779 -6.0463
H: -6.6128 2.1415 1.1096
H: 4.6976 1.3185 -4.0432
H: -0.8080 -2.9571 4.0760
H: 1.4710 -2.0552 3.4189
H: 1.1186 -1.8324 -0.8430
H: -0.4117 4.7926 -1.2856
H: -2.4312 0.0295 -0.9782
H: -2.0388 1.7514 -1.0890
H: -1.6965 -0.4805 4.3886
H: -6.1197 0.7510 0.0998
H: 1.3079 4.3452 -1.2425
H: 4.9678 -1.1624 1.2337
H: -1.4587 -2.0844 2.5754
H: 0.9528 3.7664 -6.3345
H: -1.6397 0.8386 0.3894
H: 0.2285 -4.7987 3.7894
H: 4.0720 2.9472 -3.6983
H: 2.7598 -2.5899 -1.0404

2.
A gas-phase ion, C5H10NO (charge -1). Source: the OMol25 dataset; level of theory: ωB97M-V/def2-TZVPD.

As for the net charge: -1. The calculation puts the relative energy (zero: lowest compared OMol25 entry of this formula, charge and spin) at 105.39 kJ/mol. The orbital gap is 6.16 eV. As for the SMILES: C=CCCNC[O-]. For the LUMO energy, the calculation gives 3.884 eV. The value obtained for the total energy is -8883.0254 eV.

Positions of all 17 atoms, in Å:
O: -2.6457 1.0420 -0.5272
N: -0.8297 -0.2920 0.3538
C: 2.4647 -1.0992 0.9977
C: -2.3700 -0.0700 0.1037
C: 0.0283 0.6477 -0.2750
C: 2.3492 -0.0883 0.1493
C: 1.2831 0.0301 -0.9238
H: 1.8281 -1.9758 0.9467
H: 3.1066 -1.0181 1.8687
H: -2.7771 -0.0868 1.1316
H: 1.1261 -0.9610 -1.3558
H: 3.0850 0.7118 0.1683
H: -2.6630 -1.0304 -0.4022
H: -0.4896 1.3192 -0.9559
H: -0.5144 -1.2423 0.2345
H: 0.4774 1.3892 0.4278
H: 1.6686 0.6724 -1.6957

3.
5 unconnected molecules or ions with the total composition H8IO4. Source: the OMol25 dataset; level of theory: ωB97M-V/def2-TZVPD.

As for the net charge: -1. The calculation puts the relative energy (zero: lowest compared OMol25 entry of this formula, charge and spin) at 126.00 kJ/mol. The orbital gap is 8.10 eV. For the LUMO energy, the calculation gives 3.318 eV. The value obtained for the total energy is -16422.9563 eV.

Positions of all 13 atoms, in Å:
I: -0.5279 -0.0336 -0.9655
O: 3.0701 0.1024 -0.7965
O: 0.2311 1.3514 2.4645
O: 0.5461 -3.4006 -1.9115
O: -2.9269 2.5274 0.2265
H: -2.1409 1.8534 0.1175
H: -3.2629 2.2724 1.0855
H: 0.0291 -2.5716 -1.7605
H: 3.0791 -0.9866 -1.0975
H: 2.1251 0.1764 -0.8655
H: -0.0349 1.1504 1.5045
H: 0.2561 -3.9606 -1.0675
H: -0.4429 1.5194 3.0655

4.
A molecular structure, C36H40OP2V. Source: the OMol25 dataset; level of theory: ωB97M-V/def2-TZVPD.

As for the net charge: +2. The expectation value of S² is 0.80. The orbital gap (spin up / spin down) is 4.24 / 4.07 eV. As for the spin multiplicity: 2. For the LUMO energy (spin up / spin down), the calculation gives -8.838 / -8.966 eV. The value obtained for the total energy is -84270.6510 eV.

Positions of all 80 atoms, in Å:
V: 0.9408 -1.6927 1.1906
P: 1.3597 0.7170 -1.6748
P: -0.0903 -1.8339 -2.0453
O: 0.9120 -1.3466 2.8602
C: -3.0610 1.4569 3.4065
C: 2.4665 -0.4273 0.5835
C: -2.1325 0.2797 5.4289
C: 2.9352 1.9769 -3.7622
C: 1.8041 2.3489 -0.9587
C: -1.1495 -2.5788 -0.8087
C: -2.8721 -3.9474 0.1708
C: 2.4765 -0.0625 -5.6137
C: 3.5006 2.0526 -5.0389
C: -1.9989 2.2272 2.5892
C: 0.3837 -4.0487 -3.6542
C: -0.4617 -2.9337 -3.5096
C: 3.4923 3.5349 0.3330
C: 1.9400 -0.1441 -4.3265
C: 0.9120 3.4140 -0.7709
C: -2.4889 -3.5614 1.4542
C: 0.0831 -5.0558 -4.5728
C: 2.1615 0.8735 -3.3800
C: 1.3071 4.5255 -0.0133
C: -1.8423 -3.8024 -5.3093
C: 1.0143 -1.0860 4.2258
C: 3.2689 1.0357 -5.9692
C: -2.6006 0.2538 4.1716
C: -1.0074 -0.2986 -2.4616
C: -1.5385 -2.7834 -4.3962
C: -1.0484 -4.9466 -5.3895
C: -2.0137 1.4714 6.3423
C: -2.1868 -3.4878 -0.9750
C: -0.7172 2.5257 3.3235
C: -1.4621 -2.6280 1.6418
C: -0.9893 -1.9604 0.4616
C: -0.5477 2.6800 4.6478
C: -0.3881 0.8663 -2.1295
C: -1.6420 2.8044 5.6820
C: 2.5790 4.5654 0.5732
C: 3.1214 2.4588 -0.4647
H: 1.0817 0.0088 4.3598
H: -1.2968 -5.7489 -6.0881
H: 2.8652 5.4021 1.2091
H: -2.8256 -0.7081 3.6874
H: -2.4744 -3.8079 -1.9659
H: -3.0229 -3.9717 2.3289
H: -0.0821 3.3917 -1.2077
H: -2.0046 -0.6623 5.9724
H: 0.1063 2.7253 2.6198
H: -2.1526 -1.8828 -4.3661
H: -2.9615 1.6431 6.8771
H: 1.2648 -4.1270 -3.0174
H: -1.2647 3.4689 6.4758
H: 1.3237 -1.0054 -4.0596
H: 2.2742 -0.8535 -6.3414
H: -3.8314 1.0923 2.7161
H: 0.7281 -5.9291 -4.6482
H: 3.8400 1.6579 -0.6709
H: -3.7019 -4.6296 0.0188
H: 2.6822 -0.6678 -0.4755
H: -1.1539 -2.3102 2.6541
H: -2.5178 3.2906 5.2264
H: 3.2971 -0.6219 1.2777
H: -1.7597 1.5472 1.7535
H: -2.0488 -0.3711 -2.8294
H: 1.8782 -1.5717 4.7436
H: 0.6196 5.3557 0.1309
H: 0.1158 -1.4741 4.7319
H: -2.4763 3.1452 2.1829
H: 4.1188 2.9119 -5.3111
H: 4.4954 3.5542 0.7710
H: -0.4022 -0.9502 0.4794
H: 3.6964 1.0961 -6.9722
H: -1.2719 1.2185 7.1144
H: 3.0974 2.8009 -3.0660
H: -3.5851 2.1023 4.1051
H: 2.0307 0.5689 0.7580
H: -2.7118 -3.7039 -5.9632
H: -0.8603 1.8642 -2.1443
H: 0.4711 2.7088 5.0708

5.
3 unconnected molecules or ions with the total composition CH10N2O2. Source: the OMol25 dataset; level of theory: ωB97M-V/def2-TZVPD.

As for the net charge: 0. The calculation puts the relative energy (zero: lowest compared OMol25 entry of this formula, charge and spin) at 29.32 kJ/mol. The orbital gap is 10.34 eV. As for the SMILES: NCN.O.O. For the LUMO energy, the calculation gives 0.819 eV. The value obtained for the total energy is -8274.2111 eV.

Positions of all 15 atoms, in Å:
O: -1.6524 2.2856 0.9651
O: -0.3700 -0.6260 -4.1695
N: 1.7675 -0.6021 1.2602
N: -0.6694 -0.5574 1.3763
C: 0.5243 -0.3573 0.5578
H: -0.9932 2.9543 0.7382
H: 1.7037 -1.5117 1.7100
H: 0.3612 -0.0987 -3.8323
H: -0.6968 -1.5049 1.7299
H: -1.3604 1.8194 1.7563
H: 0.5011 0.6765 0.2189
H: -1.5098 -0.3610 0.8502
H: 0.5159 -1.0216 -0.3117
H: 1.8488 0.0591 2.0265
H: 0.0295 -1.1544 -4.8759